{"formula": "C38H33N5O2S3Ta", "method": "ωB97M-V/def2-TZVPD", "elements": ["N", "C", "N", "O", "C", "H", "H", "H", "H", "C", "C", "H", "S", "H", "C", "H", "O", "H", "H", "H", "H", "H", "Ta", "C", "H", "C", "C", "C", "C", "C", "H", "C", "H", "C", "C", "C", "H", "H", "H", "H", "C", "H", "H", "C", "C", "S", "N", "C", "S", "H", "C", "H", "C", "C", "C", "H", "C", "C", "C", "H", "H", "C", "N", "C", "C", "C", "C", "C", "H", "H", "H", "H", "H", "C", "C", "N", "C", "C", "H", "C", "C", "H"], "positions_angstrom": [[0.999, -3.744, 1.556], [5.289, 0.748, 0.755], [1.643, 0.286, 1.051], [-1.925, -0.972, 0.363], [-3.620, 1.261, -4.600], [-3.468, 7.794, 1.452], [-3.307, 8.243, -0.248], [-5.895, -5.004, -4.120], [-0.430, 7.411, -0.696], [-5.373, 1.597, 0.012], [-3.471, -3.299, -3.755], [-1.608, -1.025, 3.005], [0.684, -2.183, -0.648], [-4.021, -2.554, 0.016], [0.050, 2.010, -4.645], [1.310, 2.472, -2.991], [-0.866, 1.559, 0.227], [-4.579, -0.308, 0.532], [0.198, -3.304, 1.962], [-5.112, -4.496, -1.036], [-4.902, 5.960, -2.972], [1.404, -4.513, 2.069], [-0.199, -0.198, 0.825], [-4.972, -5.323, -3.630], [0.149, -1.103, 3.424], [-3.070, -1.945, -1.837], [-4.478, -3.849, -1.636], [-2.772, 1.109, -6.864], [-4.476, 0.582, -0.078], [2.872, 0.532, 1.050], [-3.643, 5.382, 1.290], [-4.157, 2.902, -1.687], [-7.033, 3.706, -0.009], [-3.207, 1.843, -1.778], [-0.770, 2.205, -2.399], [-2.070, 1.916, -2.764], [-2.966, 0.916, -7.913], [-3.198, 4.207, -3.138], [-2.629, 3.201, 0.748], [0.856, 2.058, -5.370], [-2.166, 4.122, 0.408], [2.630, -3.970, -1.182], [-0.703, 1.512, -7.167], [-2.323, 1.627, -4.137], [-5.246, 2.768, -0.785], [-2.238, -0.566, -1.186], [6.407, 0.669, 0.484], [1.376, -3.459, 0.318], [-0.193, 2.630, -0.791], [-5.237, -6.078, -2.892], [-0.921, 6.489, -0.402], [-0.702, 0.459, 3.422], [-2.841, -2.206, -3.186], [-6.201, 3.809, -0.698], [-0.639, -0.523, 2.935], [-6.209, 1.517, 0.699], [-2.126, 6.545, 0.308], [0.302, 2.241, -3.327], [-1.256, 1.698, -5.082], [-3.314, -3.516, -4.806], [-4.825, 0.744, -6.266], [-4.040, 4.086, -2.463], [3.994, 0.840, 1.069], [-3.874, -2.758, -1.040], [-4.292, -4.137, -2.995], [-1.518, 1.439, -6.453], [-4.985, 5.065, -2.365], [-3.832, 1.012, -5.923], [2.712, -5.001, 0.196], [-2.010, 8.621, 0.876], [-2.198, -1.563, -3.782], [-4.446, 1.189, -3.903], [-4.343, -5.781, -4.392], [-0.329, 5.278, -0.715], [-2.762, 7.872, 0.625], [2.307, -4.193, -0.255], [-2.724, 5.350, 0.715], [-0.984, 4.112, -0.322], [0.618, 5.249, -1.248], [-6.081, 4.922, -1.478], [-3.407, 0.725, -0.994], [-6.831, 5.704, -1.422]], "charge": 3, "de_lowest_kj_mol": 0.0, "homo_lumo_gap_ev": 6.559}

{"formula": "C38H34BNO13Si", "method": "ωB97M-V/def2-TZVPD", "elements": ["H", "N", "O", "C", "H", "B", "H", "H", "H", "C", "C", "H", "H", "O", "O", "C", "H", "C", "C", "C", "C", "O", "C", "C", "O", "C", "H", "C", "O", "C", "C", "H", "H", "C", "C", "C", "H", "H", "C", "C", "C", "C", "O", "C", "C", "H", "C", "C", "O", "O", "H", "C", "H", "H", "O", "H", "O", "H", "H", "H", "H", "Si", "C", "C", "H", "H", "H", "H", "H", "H", "H", "C", "C", "H", "H", "C", "O", "H", "C", "C", "C", "H", "C", "H", "C", "C", "O", "C"], "positions_angstrom": [[-6.218, -3.415, 0.744], [2.906, 1.070, -2.224], [-1.899, -2.536, 0.041], [-1.596, -5.330, -4.181], [1.641, 8.190, -0.727], [3.645, -0.166, -1.970], [2.324, 2.824, -1.301], [-3.949, -4.126, -0.015], [-10.539, 0.806, 6.393], [-10.252, 0.225, 2.503], [-1.793, -4.967, -2.756], [2.615, 7.153, -2.774], [4.038, 1.652, -3.962], [2.034, 0.582, 3.946], [1.531, 5.123, -3.968], [-0.205, 5.120, -2.380], [-2.411, -0.144, 0.886], [1.701, 6.793, -2.319], [-5.612, -1.373, 1.254], [-9.263, -0.194, 3.289], [8.909, -2.251, 2.370], [10.322, -3.961, 3.154], [10.686, -3.332, 0.915], [-9.321, 0.001, 4.759], [-1.895, 2.244, 0.815], [-0.072, 6.828, -0.622], [3.098, 1.639, -0.242], [1.181, 7.347, -1.226], [-6.716, -1.025, 1.622], [-0.725, 5.672, -1.287], [0.194, 1.193, 0.978], [-2.475, -5.663, -4.718], [-4.668, 0.567, 1.646], [-4.466, -0.433, 1.284], [-3.258, -0.813, 0.879], [-11.449, 0.899, 3.060], [-0.233, -5.502, -5.793], [-1.635, 5.305, -0.829], [-0.998, 1.866, 1.542], [3.138, 2.111, -1.217], [-11.505, 1.093, 4.531], [1.132, 0.959, 3.232], [1.879, -4.704, -4.516], [0.789, -4.785, -3.992], [0.589, -4.426, -2.568], [2.431, 0.981, -4.282], [-1.054, 2.060, 3.011], [9.240, -1.553, 0.041], [-8.422, -0.376, 5.480], [-12.352, 1.280, 2.344], [-0.084, 1.762, 4.871], [-5.365, -2.749, 0.758], [8.423, -2.205, 3.336], [7.761, -0.736, 1.435], [-2.888, -5.044, -2.236], [-12.388, 1.588, 4.916], [-0.542, 7.327, 0.377], [-10.232, 0.095, 1.429], [5.602, -1.850, -3.122], [2.362, -1.656, -1.860], [0.212, 1.070, -0.099], [5.555, -0.550, -2.408], [8.555, -1.467, 1.355], [-3.009, -2.190, 0.391], [11.479, -4.064, 0.835], [4.095, 2.616, -1.365], [2.062, 0.282, 1.367], [2.593, 2.577, -3.623], [6.345, -0.596, -1.165], [-0.663, 4.274, -2.876], [10.816, -2.595, -1.066], [-0.067, 1.635, 3.796], [-0.399, -5.245, -4.755], [-0.772, -4.244, -0.958], [6.164, 0.464, -3.301], [-0.607, -4.507, -1.992], [2.967, -1.171, -1.276], [1.469, -4.097, -2.028], [10.332, -2.549, -0.099], [1.182, 0.774, 1.761], [10.001, -3.246, 2.230], [-1.933, 2.559, 3.399], [-10.519, 0.676, 5.319], [-8.381, -0.687, 2.895], [3.012, 1.575, -3.585], [-4.155, -3.131, 0.356], [8.918, -0.838, -0.883], [1.050, 5.635, -2.979]], "smiles": "O=C1C=CC(=O)C=C1.O=C1C=CC(=O)C=C1.O=C1C=CC(=O)C=C1.O=C1C=CC(=O)C=C1.O=C1C=CC(=O)C=C1.O=C1C=CC(=O)C=C1.CN(C)B(O)[SiH3]", "homo_lumo_gap_ev": 6.784}

{"formula": "C38H34BrCeN7O3Te", "method": "ωB97M-V/def2-TZVPD", "elements": ["H", "C", "H", "C", "O", "C", "H", "C", "C", "H", "H", "N", "H", "N", "H", "H", "C", "H", "C", "C", "C", "C", "N", "H", "C", "H", "H", "C", "C", "H", "C", "C", "C", "H", "C", "N", "H", "C", "H", "H", "H", "H", "H", "Te", "O", "C", "H", "C", "H", "N", "C", "C", "C", "C", "H", "H", "O", "H", "H", "H", "C", "H", "H", "H", "C", "N", "C", "C", "H", "C", "Ce", "C", "C", "C", "C", "H", "C", "Br", "C", "N", "C", "H", "C", "H", "C"], "positions_angstrom": [[-1.648, -3.492, 0.377], [-0.338, -3.024, -3.086], [2.985, 1.593, 6.370], [0.870, -4.838, -2.113], [-0.161, 1.917, -2.248], [2.089, 2.000, 5.843], [1.824, -1.074, 2.822], [-0.375, 3.529, -0.632], [1.280, -5.689, -0.895], [-1.145, -5.668, 1.783], [3.278, -4.978, -0.464], [-0.057, -2.930, -0.781], [-1.152, 2.100, -4.423], [2.249, 0.578, -0.445], [-3.905, -1.593, -2.928], [-0.032, 5.536, -1.116], [0.718, -3.301, -2.014], [2.722, 1.077, 4.011], [-3.625, 4.414, -4.679], [-0.974, -3.775, -0.446], [0.084, 4.805, -0.330], [-0.295, 2.615, 4.525], [1.348, -0.043, -3.032], [-1.236, -1.600, 2.744], [1.123, 2.784, 6.492], [2.668, 1.281, 0.168], [-4.483, 4.683, -5.264], [1.931, 1.579, 4.515], [-0.386, 2.561, 0.329], [-0.086, -2.201, 1.439], [-0.237, -5.524, 1.225], [1.300, 6.418, 1.167], [2.019, -4.550, 1.173], [0.845, 6.895, 2.033], [0.721, -4.801, 1.808], [0.576, 0.384, 1.894], [-2.160, -5.550, -0.977], [0.680, 1.852, 3.862], [-1.172, 2.980, 4.002], [0.615, -0.562, 3.867], [-2.836, -2.669, -3.785], [1.508, -4.971, -2.956], [3.048, -1.240, -0.637], [0.214, -3.751, 3.560], [-1.916, -0.181, -2.061], [-0.030, 3.107, 5.801], [-0.305, -7.088, -0.357], [2.295, -5.022, -0.044], [2.661, 0.671, -1.387], [-2.983, -1.894, -3.221], [-0.709, 2.978, -1.963], [0.498, 1.536, 2.397], [-1.657, 3.595, -2.919], [-2.513, 4.610, -2.582], [2.773, -0.817, 0.912], [1.681, -2.814, -2.034], [-1.145, 1.417, 0.147], [-3.035, 2.835, -5.891], [1.468, 4.110, 2.674], [1.252, 7.031, 0.306], [-0.132, -6.003, -0.233], [2.845, -4.105, 1.724], [-0.843, 3.526, 6.370], [1.171, 3.054, 7.539], [-1.771, 2.932, -4.151], [2.343, -0.810, -0.012], [0.693, 5.074, 0.914], [0.923, 3.996, 1.769], [2.365, 6.357, 1.377], [-0.622, -1.628, -3.304], [-0.146, -0.156, -0.681], [-0.604, -5.119, -2.399], [0.334, 2.763, 1.515], [-0.184, -1.904, 2.502], [0.760, -0.792, 2.826], [1.762, -6.626, -1.383], [-1.911, -1.192, -2.842], [-1.071, -6.768, -3.271], [-3.524, 5.040, -3.426], [-1.132, -4.022, -3.248], [-2.773, 3.387, -4.999], [-4.050, 5.978, -3.262], [0.465, -0.786, -3.193], [-2.479, 5.127, -1.648], [-1.148, -5.156, -1.018]], "charge": 2, "de_lowest_kj_mol": 196.8, "homo_lumo_gap_ev": [5.385, 5.383]}

{"formula": "C38H34F5N4O4S3SbTi", "method": "ωB97M-V/def2-TZVPD", "elements": ["H", "H", "H", "N", "H", "H", "C", "C", "C", "H", "H", "C", "C", "C", "F", "H", "C", "C", "C", "H", "C", "C", "H", "H", "H", "F", "C", "C", "O", "C", "H", "C", "H", "S", "H", "H", "H", "H", "C", "F", "Ti", "C", "C", "C", "C", "C", "C", "F", "H", "S", "O", "H", "H", "C", "H", "C", "O", "H", "C", "O", "H", "Sb", "C", "H", "N", "N", "S", "H", "H", "H", "H", "N", "C", "C", "C", "C", "H", "C", "C", "C", "H", "C", "C", "H", "C", "H", "C", "H", "C", "F"], "positions_angstrom": [[1.923, 2.206, 6.647], [-1.693, -4.025, -1.640], [-4.211, 0.063, 2.992], [-0.152, 0.838, 2.070], [-2.393, 1.085, 4.320], [3.305, 4.228, -3.127], [0.985, 2.721, -5.040], [-0.593, -2.699, -4.618], [4.678, -3.457, -0.989], [3.485, 2.735, -1.016], [6.779, -1.071, -2.107], [3.731, 2.022, -1.803], [1.018, -1.266, 0.796], [-1.547, -4.633, 0.958], [-1.763, 3.014, 0.110], [-0.046, -3.176, -7.219], [-1.399, 0.755, 2.491], [-2.496, 0.375, 1.637], [0.761, -2.649, -6.726], [1.756, -3.436, -0.282], [-2.440, -3.299, -1.338], [2.924, -1.634, -6.816], [0.278, 2.927, -5.830], [6.787, -3.170, -0.804], [-0.512, 1.832, 6.369], [-0.127, 3.103, -1.388], [2.107, -0.196, 0.410], [0.170, 1.701, 5.546], [-0.015, -1.081, 0.046], [-0.417, 2.686, -0.083], [3.818, -1.371, -7.365], [3.464, -1.751, -2.150], [-1.146, -4.481, 1.956], [-1.259, 0.659, -2.528], [-3.398, -0.273, -1.398], [4.674, -4.384, -0.434], [-0.335, -3.450, -3.870], [3.728, 1.027, -1.370], [1.953, 1.159, -3.457], [-0.162, 3.675, 2.041], [-0.233, 0.661, -0.364], [1.962, 1.402, 3.350], [1.784, 3.728, -4.529], [0.388, 3.605, 0.816], [5.864, -2.781, -1.201], [0.595, 1.181, 3.180], [-3.341, -0.125, -0.334], [0.530, 4.859, 0.382], [1.976, -2.585, -8.489], [-4.708, -0.373, 0.656], [3.263, -0.254, 0.729], [3.591, -0.729, -4.997], [0.470, 0.661, -4.930], [1.897, -2.316, -7.444], [-3.436, -3.642, -1.607], [2.217, -3.755, -1.218], [1.527, 0.733, -0.288], [-2.286, -5.430, 0.959], [4.662, -1.099, -2.402], [1.157, -2.074, 1.678], [-1.008, -1.831, -4.102], [1.544, -0.863, -2.705], [1.086, 1.451, -4.514], [2.444, -4.816, -1.126], [-2.272, 0.267, 0.292], [-1.527, 1.038, 3.811], [-2.334, -3.072, 0.468], [4.742, 2.252, -2.144], [4.662, -0.183, -2.977], [3.450, 1.947, 4.757], [2.653, 1.305, 2.529], [-3.435, 2.438, -2.517], [3.470, -2.965, -1.465], [2.669, 3.442, -3.511], [2.759, 2.172, -2.938], [0.637, -2.308, -5.384], [-1.357, -3.113, -5.272], [1.525, 1.914, 5.687], [5.859, -1.606, -1.927], [-2.515, 1.746, -2.492], [1.506, -3.616, -2.036], [-0.274, 1.325, 4.287], [2.798, -1.277, -5.485], [-2.226, -2.342, -1.810], [2.398, 1.763, 4.606], [1.711, 4.732, -4.917], [1.666, -1.608, -4.762], [-0.736, -4.855, 0.271], [-3.777, 0.068, 2.014], [1.633, 3.113, 0.969]], "homo_lumo_gap_ev": 7.248}

{"formula": "C38H34N3O3P2V", "method": "ωB97M-V/def2-TZVPD", "elements": ["H", "C", "H", "C", "C", "C", "H", "C", "O", "C", "C", "C", "H", "H", "C", "C", "C", "H", "C", "C", "H", "P", "H", "C", "H", "C", "H", "H", "H", "H", "H", "C", "H", "H", "H", "C", "C", "H", "N", "H", "H", "O", "C", "H", "C", "H", "H", "C", "C", "C", "P", "V", "C", "H", "H", "O", "C", "C", "H", "H", "C", "H", "C", "N", "C", "H", "C", "C", "H", "C", "C", "H", "C", "H", "N", "C", "H", "C", "H", "C", "C"], "positions_angstrom": [[-3.327, -2.849, -1.981], [-1.262, -3.910, -2.961], [2.524, -2.163, -0.337], [1.087, -3.627, -3.178], [-3.940, 0.806, -2.874], [0.337, -2.352, 2.671], [2.957, 2.023, 6.594], [0.944, 3.014, -3.020], [2.271, -1.408, 0.228], [-1.408, 4.858, 1.460], [2.493, 1.429, -2.096], [1.972, 3.601, -3.752], [0.983, 0.653, 7.164], [-2.691, 5.502, -0.133], [2.401, 1.529, 5.809], [-1.586, 1.050, -2.440], [-1.300, 0.662, -3.748], [4.068, 3.561, -4.218], [-0.506, 3.898, 1.897], [1.598, -2.790, 3.083], [0.527, 2.085, 1.410], [-0.277, 1.335, -1.238], [1.141, -6.132, 2.803], [2.799, 1.667, 4.487], [1.754, 4.443, -4.394], [2.082, 1.035, 3.481], [-4.964, 0.868, -2.534], [-0.275, 0.612, -4.096], [3.900, -0.047, -1.259], [-0.057, 3.417, -3.111], [-0.290, -0.482, 5.388], [-0.186, 2.830, 1.074], [-2.595, -1.624, -1.006], [3.665, 2.266, 4.240], [-0.044, -5.231, -4.092], [1.289, 0.760, 6.132], [-3.654, 0.432, -4.181], [-1.094, -5.367, 2.071], [-0.176, -2.102, -1.778], [-2.173, -0.987, 3.456], [2.041, -3.899, -3.602], [-1.726, -0.910, 0.436], [-2.337, 0.355, -4.614], [-2.137, 3.607, -1.600], [-1.726, -0.273, 2.760], [1.855, -1.932, -2.198], [4.525, 1.637, -2.753], [-0.766, 2.720, -0.191], [0.980, -2.546, -2.360], [0.967, 0.265, 3.803], [0.055, -0.565, 2.496], [0.094, -0.786, -0.029], [3.263, 3.109, -3.656], [2.391, 1.144, 2.447], [-2.190, -4.421, -3.179], [-3.568, 0.009, 1.258], [0.918, -5.074, 2.756], [-2.910, 1.108, -1.997], [-0.050, 3.981, 2.875], [-1.888, 0.722, 3.175], [-2.442, -0.365, 1.421], [2.347, -2.071, 3.393], [-1.314, -2.758, -2.133], [1.981, -0.294, -0.577], [1.882, -4.145, 3.129], [2.853, -4.479, 3.470], [1.175, 1.928, -2.188], [-1.668, 3.691, -0.628], [-1.664, 5.690, 2.101], [-1.986, 4.754, 0.201], [-0.081, -4.350, -3.466], [-4.461, 0.205, -4.865], [3.517, 2.027, -2.831], [-3.142, 1.389, -0.977], [-2.513, -2.310, -1.743], [2.866, 0.294, -1.273], [-2.117, 0.068, -5.634], [-0.628, -3.290, 2.295], [-1.617, -2.978, 1.982], [0.570, 0.125, 5.133], [-0.335, -4.647, 2.343]], "charge": 2, "spin_multiplicity": 3, "s2": 2.03, "de_lowest_kj_mol": 32.9, "homo_lumo_gap_ev": [7.366, 7.059]}